Entry 1:
The following is a DFT calculation (the ωB97M-V functional and the def2-TZVPD basis) of C4H7GdLiO2 as an isolated structure in a non-equilibrium geometry.

XYZ file:
```
15
Properties=species:S:1:pos:R:3:forces:R:3
H -4.831241 1.208214 0.492032 0.256 0.025 0.713
C 0.244165 0.339914 -0.127676 0.989 0.236 0.389
C -1.055270 -0.371507 -0.073387 -0.612 -0.728 -0.113
C -2.235800 0.576305 0.165261 -0.692 1.543 0.885
C -3.570318 -0.132643 0.128709 1.360 -1.717 -3.480
O -4.250285 -0.126370 -0.953059 0.282 0.310 1.798
O 1.282857 -0.135458 0.315256 -0.202 0.362 -0.324
Gd 3.961892 0.308283 0.510901 -0.440 -0.121 -0.006
Li -5.670055 0.964066 -1.408334 -0.157 -0.184 -0.375
H 0.262072 1.342700 -0.595437 -0.033 -0.187 -0.001
H -1.167973 -0.836394 -1.070076 0.053 -0.007 0.226
H -1.004233 -1.171907 0.675472 0.043 0.122 -0.218
H -2.242799 1.407303 -0.554561 -0.011 -0.276 0.098
H -2.160963 1.028806 1.168674 0.216 -0.102 -0.188
H -3.540546 -1.090630 0.693124 -1.053 0.723 0.596
```
Positions in Å, forces in eV/Å.

The highest occupied orbital energy (spin up / spin down) comes out at -0.46240 / -0.54516 Eh. Its spin multiplicity is 9. The frontier orbital gap (spin up / spin down) is 5.02 / 5.94 eV. Its total charge is +2. The value obtained for the relative energy (zero: lowest compared OMol25 entry of this formula, charge and spin) is 0.0000 eV.

---

Entry 2:
The following is a DFT calculation (the ωB97M-V functional and the def2-TZVPD basis) of C12H27CdO3S5Si as an isolated structure.

XYZ file:
```
49
Properties=species:S:1:pos:R:3:forces:R:3
Cd -3.136450 0.850331 1.110925 -0.038 -0.159 0.113
S -4.671141 2.579589 0.263182 -0.072 0.041 -0.066
S -5.720860 2.640533 2.060307 -0.016 0.029 -0.041
S -4.301726 2.985813 3.482090 0.076 0.047 0.028
S -3.188640 1.230007 3.585633 -0.032 -0.028 -0.023
C -0.684159 3.468957 0.517136 0.022 -0.012 0.012
C 0.121064 2.198188 0.751002 0.001 0.047 0.006
C 1.354123 2.164582 -0.143654 0.002 -0.016 0.005
C 0.508939 2.076877 2.219195 0.000 -0.012 0.005
O -0.769353 1.116607 0.400233 0.022 0.017 -0.010
Si -0.502507 -0.498886 0.096702 -0.011 0.100 -0.045
S -2.389276 -1.347547 0.122836 0.045 0.009 0.037
O 0.567548 -0.957810 1.251173 0.022 -0.070 0.032
C 1.324173 -2.161076 1.387680 0.032 -0.001 -0.005
C 1.530930 -2.354447 2.884581 0.003 -0.003 -0.002
C 2.661854 -1.962702 0.680087 0.000 -0.001 0.001
C 0.580443 -3.356214 0.799774 -0.008 0.003 -0.006
O 0.341749 -0.697605 -1.306482 -0.008 -0.039 -0.040
C -0.081201 -0.638800 -2.672240 -0.004 0.011 -0.027
C 1.180885 -0.343969 -3.474706 0.002 0.011 0.005
C -0.656885 -1.994453 -3.068586 0.004 0.002 0.005
C -1.111178 0.466957 -2.884984 0.012 0.006 0.013
H -0.079113 4.349987 0.740936 0.006 -0.005 0.001
H -1.567818 3.485499 1.158594 -0.005 0.007 -0.014
H -1.013721 3.521982 -0.522177 -0.013 0.004 0.007
H 2.021666 2.986483 0.123676 -0.004 0.001 -0.005
H 1.073841 2.271792 -1.193088 -0.001 -0.008 0.002
H 1.894599 1.224085 -0.024869 0.001 0.005 0.000
H 1.091343 2.951762 2.518779 -0.003 -0.006 -0.001
H 1.103074 1.178766 2.384374 -0.005 -0.002 0.002
H -0.387647 2.021608 2.838955 -0.006 0.008 -0.004
H 2.034765 -1.483376 3.306409 -0.003 0.000 -0.002
H 2.137579 -3.241375 3.080595 -0.003 0.003 -0.002
H 0.566608 -2.466468 3.381191 0.001 -0.001 -0.001
H 3.194156 -1.116988 1.120448 -0.007 0.002 -0.005
H 2.493599 -1.755795 -0.377151 0.002 -0.003 0.002
H 3.285454 -2.854863 0.775576 -0.003 0.003 0.005
H -0.398536 -3.463840 1.267241 0.001 0.003 -0.005
H 1.155746 -4.270158 0.963377 0.003 0.004 0.003
H 0.435089 -3.230128 -0.275147 -0.006 0.001 0.007
H 1.925726 -1.121812 -3.297084 0.001 0.003 0.002
H 1.603936 0.614462 -3.168821 0.000 -0.002 -0.003
H 0.960017 -0.306166 -4.543443 -0.002 -0.002 0.004
H 0.096202 -2.773286 -2.928783 -0.006 0.001 0.007
H -0.961431 -1.990274 -4.117750 0.009 0.009 0.000
H -1.524368 -2.226722 -2.450945 0.000 -0.003 -0.003
H -0.717140 1.425282 -2.542318 -0.002 -0.002 -0.004
H -2.027806 0.252749 -2.334119 -0.001 0.007 0.002
H -1.354151 0.551863 -3.946337 -0.005 -0.010 0.003
```
Positions in Å, forces in eV/Å.

The highest occupied orbital energy comes out at -0.15771 Eh. The frontier orbital gap is 6.89 eV. Its total charge is -1. The value obtained for the relative energy (zero: lowest compared OMol25 entry of this formula, charge and spin) is 0.0797 eV.

---

Entry 3:
The following is a DFT calculation (the ωB97M-V functional and the def2-TZVPD basis) of C4H7NO2 as an isolated structure.

XYZ file:
```
14
Properties=species:S:1:pos:R:3:forces:R:3
C -1.432692 0.622964 0.240291 -0.238 0.009 -0.064
C -0.468202 -0.437052 -0.366745 0.229 0.403 0.557
C 0.086897 -1.398780 0.762194 -0.693 -0.640 -0.253
O -0.737542 -0.917554 -1.518260 -0.162 0.077 -0.573
C 0.938865 0.186002 -0.099946 0.137 0.042 -0.190
O 1.261406 -0.512092 0.957151 0.438 0.652 -0.133
N 1.655451 1.059209 -0.760735 -0.093 -0.234 0.045
H -2.415918 0.159717 0.334826 0.001 0.033 0.008
H -1.129315 1.033767 1.216289 0.003 -0.192 -0.185
H -1.511181 1.448392 -0.475350 -0.052 -0.115 0.091
H 0.439540 -2.309547 0.289693 0.038 -0.063 0.102
H -0.520260 -1.601634 1.646721 0.447 0.313 0.192
H 2.624307 1.310741 -0.611916 -0.139 -0.216 0.236
H 1.213785 1.389128 -1.614022 0.085 -0.068 0.166
```
Positions in Å, forces in eV/Å.

The highest occupied orbital energy comes out at -0.28359 Eh. The frontier orbital gap is 8.17 eV. The value obtained for the relative energy (zero: lowest compared OMol25 entry of this formula, charge and spin) is 3.2989 eV.

---

Entry 4:
The following is a DFT calculation (the ωB97M-V functional and the def2-TZVPD basis) of C29H30N3ORhS3Sb as an isolated structure.

XYZ file:
```
68
Properties=species:S:1:pos:R:3:forces:R:3
Rh -0.343148 -0.342605 -0.022601 0.242 0.287 -0.144
C -2.190756 3.279387 3.308757 0.019 -0.020 -0.005
S -0.402987 3.097483 3.193029 -0.022 0.003 0.037
C -0.200133 1.828004 2.029056 -0.049 0.194 0.042
S -1.587889 1.106094 1.258140 0.092 -0.047 0.036
N 1.055704 1.538767 1.814550 -0.074 -0.182 -0.142
N 1.199830 0.558127 0.878631 0.011 0.189 -0.131
C 2.371432 0.164779 0.534423 -0.035 -0.136 -0.105
C 2.444273 -0.947927 -0.427122 -0.044 0.205 0.159
C 3.633604 -1.547973 -0.789736 0.006 -0.055 -0.079
C 3.589470 -2.660830 -1.623454 0.018 0.021 0.054
C 2.366260 -3.136967 -2.056707 -0.052 -0.002 0.001
C 1.210265 -2.467427 -1.672124 0.071 0.030 -0.110
N 1.256658 -1.393824 -0.896569 0.022 -0.056 0.023
H -2.344292 4.021442 4.090020 -0.005 -0.001 0.003
H -2.658830 2.343365 3.602065 -0.017 0.012 0.020
H -2.616743 3.644886 2.377872 0.013 -0.007 -0.007
H 3.254530 0.614187 0.973984 0.005 -0.019 -0.004
H 4.571636 -1.157811 -0.419793 -0.005 -0.020 0.016
H 4.506553 -3.155663 -1.913371 -0.004 0.001 -0.011
H 2.290168 -4.015351 -2.681340 0.003 0.014 -0.020
H 0.220398 -2.775512 -1.987202 0.032 -0.044 0.043
S -0.347812 -1.807559 1.631607 -0.184 -0.522 0.647
Sb -2.089716 -3.251229 0.987360 0.162 0.473 -0.486
C -4.023015 -2.652082 0.467893 -0.083 -0.115 0.098
C -4.927078 -3.702762 0.340744 -0.079 0.063 0.043
C -6.243061 -3.434050 -0.009864 -0.005 -0.002 -0.015
C -6.648663 -2.123417 -0.214040 -0.007 -0.010 -0.008
C -5.744040 -1.079196 -0.071649 0.002 0.007 0.014
C -4.423412 -1.338767 0.263544 0.007 0.013 0.039
C -2.383173 -4.228948 2.815265 0.044 -0.088 0.076
C -3.151292 -3.538953 3.750928 0.022 -0.055 0.024
C -3.343370 -4.078115 5.013399 -0.037 0.013 -0.002
C -2.766874 -5.296801 5.342183 -0.001 -0.017 0.020
C -2.003821 -5.984959 4.410515 0.015 0.010 0.001
C -1.807089 -5.452331 3.144290 -0.102 0.001 -0.022
C -1.432568 -4.581180 -0.489565 -0.008 -0.108 0.033
C -0.362284 -5.443736 -0.268006 0.035 0.101 -0.026
C 0.086347 -6.260595 -1.296276 -0.017 -0.003 -0.009
C -0.535494 -6.217543 -2.536660 0.017 -0.018 0.001
C -1.607012 -5.361582 -2.752484 -0.045 0.025 -0.035
C -2.057278 -4.538322 -1.730384 -0.013 -0.143 0.066
H -4.622081 -4.729594 0.515447 0.006 0.003 0.003
H -6.947910 -4.247586 -0.117523 -0.002 0.004 -0.005
H -7.674942 -1.914116 -0.485298 -0.001 0.003 0.009
H -6.066054 -0.057516 -0.224875 -0.004 0.000 -0.004
H -3.713007 -0.528070 0.353197 -0.008 -0.034 0.022
H -3.604892 -2.586043 3.500823 -0.002 0.002 0.003
H -3.947245 -3.549267 5.738648 0.014 0.007 0.005
H -2.917143 -5.714201 6.328960 0.000 -0.001 -0.002
H -1.559118 -6.936734 4.668846 -0.010 -0.005 -0.006
H -1.229846 -6.010745 2.420293 0.046 0.007 -0.031
H 0.145390 -5.470812 0.687491 0.021 0.033 0.044
H 0.917731 -6.932155 -1.126719 0.001 -0.001 0.002
H -0.188230 -6.859347 -3.335860 -0.006 0.003 -0.002
H -2.095100 -5.336380 -3.718351 0.007 0.004 -0.001
H -2.889900 -3.866172 -1.893348 -0.015 -0.001 -0.024
C -1.734443 0.730794 -2.113809 -0.128 -0.015 0.092
C -2.220999 -0.719132 -2.121257 -0.054 -0.012 -0.146
C -1.781976 -1.398293 -3.412625 -0.004 0.020 -0.011
O -1.729445 -1.415101 -0.986405 0.053 -0.007 0.018
H -1.984988 1.246629 -3.041445 0.078 -0.045 -0.054
H -0.626261 0.763263 -2.048620 0.041 0.056 -0.022
H -2.158336 1.305703 -1.293447 -0.022 0.026 -0.072
H -3.320697 -0.710450 -2.093096 0.038 -0.023 0.033
H -0.697051 -1.333297 -3.531337 -0.004 0.002 -0.003
H -2.240655 -0.915864 -4.278015 -0.005 0.007 0.021
H -2.068078 -2.447666 -3.421308 0.008 -0.027 -0.007
```
Positions in Å, forces in eV/Å.

The highest occupied orbital energy comes out at -0.39886 Eh. The frontier orbital gap is 7.13 eV. Its total charge is +1.

---

Entry 5:
The following is a DFT calculation (the ωB97M-V functional and the def2-TZVPD basis) of C30H50NO3P3PtTe as an isolated structure.

XYZ file:
```
89
Properties=species:S:1:pos:R:3:forces:R:3
Pt -0.800934 -0.233335 -0.904434 0.114 -0.085 -0.636
C 3.170513 -2.339866 -3.271125 -0.040 -0.103 -0.028
C 1.791929 -2.267888 -2.598977 0.111 -0.012 -0.072
C 1.530240 -3.514243 -1.752981 -0.028 0.006 0.025
P 1.423981 -0.684894 -1.721056 -0.221 0.011 0.202
C 2.027641 0.611076 -2.898355 0.172 0.033 0.023
C 3.438067 1.084039 -2.539092 -0.009 0.107 -0.072
C 1.081305 1.796017 -3.060180 -0.006 0.044 0.052
C 2.415896 -0.595871 -0.221064 0.193 -0.292 -0.115
C 3.481828 -1.411377 0.154041 -0.055 0.011 -0.082
C 4.138925 -1.237627 1.362332 -0.022 0.037 0.040
C 5.278105 -2.135225 1.777344 -0.001 0.035 -0.029
C 3.684962 -0.210297 2.192564 0.000 0.012 0.078
C 2.622535 0.604522 1.846295 0.028 0.019 0.091
C 1.962084 0.424876 0.622781 -0.205 0.318 -0.023
N 0.857298 1.118394 0.177326 0.147 0.113 0.331
C 0.584576 2.424664 0.462411 0.178 -0.208 0.005
C 1.546024 3.388781 0.841864 0.006 0.055 -0.004
C 1.193869 4.711055 1.027264 0.033 0.039 -0.006
C -0.116169 5.175952 0.859956 0.104 0.014 0.010
C -0.477716 6.629688 1.039568 0.039 -0.032 0.037
C -1.060641 4.234515 0.497523 -0.116 -0.067 -0.078
C -0.734769 2.891830 0.291058 -0.154 0.260 0.047
P -1.934094 1.625746 -0.097072 0.052 -0.165 -0.029
C -3.201492 2.239791 -1.288703 -0.116 0.061 0.001
C -2.533724 3.053131 -2.397982 -0.005 0.040 -0.026
C -4.436689 2.962166 -0.751517 -0.024 0.049 -0.034
C -2.710070 1.204043 1.522766 -0.067 0.028 0.117
C -3.287438 2.383668 2.311658 0.018 -0.040 0.071
C -1.655378 0.524633 2.405632 0.038 -0.027 0.055
H 3.243590 -3.284894 -3.816192 0.004 0.029 0.001
H 3.992325 -2.316211 -2.557199 -0.021 0.002 0.052
H 3.336104 -1.538882 -3.988738 -0.015 0.036 -0.008
H 1.033314 -2.247865 -3.388846 -0.009 -0.031 -0.083
H 2.186523 -3.569546 -0.885206 0.012 0.005 -0.010
H 1.698409 -4.402252 -2.368166 -0.007 0.013 0.018
H 0.506138 -3.544914 -1.383409 0.053 0.053 -0.029
H 2.053030 0.087382 -3.858015 0.032 -0.024 -0.031
H 3.419191 1.628938 -1.592437 -0.010 -0.011 -0.026
H 3.810099 1.761800 -3.312826 -0.022 -0.014 0.026
H 4.152305 0.268178 -2.429464 -0.035 -0.047 -0.019
H 1.064426 2.418792 -2.163726 0.003 -0.034 -0.039
H 0.063214 1.461493 -3.252129 -0.010 -0.049 -0.029
H 1.410307 2.407664 -3.905039 -0.002 0.014 0.042
H 3.820461 -2.201629 -0.502198 0.001 -0.008 -0.026
H 5.657582 -2.709606 0.930718 -0.030 0.024 -0.002
H 4.972093 -2.850360 2.544756 -0.039 0.024 -0.001
H 6.111551 -1.560498 2.185615 -0.021 0.013 -0.006
H 4.173398 -0.056150 3.150235 -0.016 0.013 -0.023
H 2.280884 1.375394 2.526706 0.034 -0.042 0.003
H 2.577493 3.084561 0.970538 -0.032 0.038 -0.009
H 1.967178 5.420290 1.307912 -0.009 -0.030 -0.001
H 0.234561 7.133794 1.694317 -0.007 -0.021 -0.002
H -1.469441 6.741854 1.481996 0.015 -0.026 -0.012
H -0.482991 7.171257 0.089944 0.016 -0.045 -0.010
H -2.092293 4.554572 0.372326 0.038 -0.037 -0.001
H -3.540203 1.298473 -1.729533 -0.037 -0.050 -0.019
H -2.215600 4.031421 -2.034247 -0.008 -0.009 0.003
H -3.246921 3.208215 -3.211365 0.025 0.004 0.023
H -1.656595 2.553204 -2.806857 -0.026 -0.039 0.041
H -4.192826 3.913073 -0.274353 0.033 -0.021 -0.009
H -4.999652 2.356695 -0.042296 0.028 -0.028 0.001
H -5.101800 3.183183 -1.590838 0.015 -0.003 0.021
H -3.493465 0.476070 1.284525 -0.023 0.013 -0.019
H -2.494067 3.088916 2.569250 -0.011 -0.017 -0.033
H -3.702191 2.007504 3.251064 0.007 0.012 -0.019
H -4.075157 2.928940 1.801678 -0.020 -0.003 -0.063
H -0.901145 1.258523 2.704746 0.009 -0.047 -0.019
H -1.141191 -0.307771 1.923949 -0.065 -0.006 -0.049
H -2.137740 0.157397 3.316451 0.021 0.017 -0.018
C -2.456628 -3.271215 3.205612 -0.056 -0.007 0.088
C -3.539926 -2.933949 2.198419 0.100 -0.017 -0.066
O -3.047012 -2.354883 0.964475 -0.330 0.066 0.254
P -1.761002 -2.912452 0.224053 0.452 -0.183 0.177
O -0.463354 -2.573019 0.853669 -0.055 0.114 -0.159
Te -2.137769 -2.169762 -2.062219 0.152 0.261 0.341
O -1.986320 -4.492600 0.263511 -0.202 -0.320 0.064
C -0.937137 -5.420021 0.620031 -0.188 0.096 -0.207
C -0.935556 -6.528145 -0.402905 0.151 -0.167 -0.051
H -2.911901 -3.411074 4.188761 -0.018 -0.015 -0.045
H -1.724492 -2.469850 3.272454 0.010 0.057 0.017
H -1.930132 -4.188805 2.947061 0.010 0.059 -0.020
H -4.218049 -2.184537 2.599399 -0.006 0.091 -0.019
H -4.125325 -3.813835 1.934307 -0.012 -0.064 0.004
H -1.158739 -5.795730 1.618683 -0.028 -0.051 0.039
H 0.015617 -4.896999 0.663044 0.023 0.083 -0.026
H -1.873540 -7.084155 -0.391577 0.005 0.049 0.017
H -0.118670 -7.224495 -0.195918 -0.054 0.017 -0.005
H -0.791629 -6.119442 -1.404354 0.014 0.006 0.031
```
Positions in Å, forces in eV/Å.

The highest occupied orbital energy (spin up / spin down) comes out at -0.20985 / -0.23450 Eh. Its spin multiplicity is 3. The frontier orbital gap (spin up / spin down) is 6.17 / 4.82 eV. The value obtained for the relative energy (zero: lowest compared OMol25 entry of this formula, charge and spin) is 0.2296 eV.

---

Entry 6:
The following is a DFT calculation (the ωB97M-V functional and the def2-TZVPD basis) of a 2-piece molecular cluster, C3H7O3 overall in a non-equilibrium geometry.

XYZ file:
```
13
Properties=species:S:1:pos:R:3:forces:R:3
O 1.557780 0.308259 0.112815 0.645 0.000 -1.818
C 2.744961 0.128978 -0.294163 1.778 -1.462 0.231
O 3.377586 -0.108958 -1.402792 -2.614 1.033 2.279
H 3.441296 0.021570 0.630453 -0.106 0.355 -0.689
H -0.500751 -0.755778 0.305047 0.046 0.109 0.239
C -2.116734 0.436070 0.771600 -1.528 -6.518 1.567
O -1.371981 -0.934769 0.704246 -0.408 2.540 -0.151
C -3.375874 0.159709 -0.103005 -0.380 3.256 1.761
H -2.378311 0.464596 1.880596 0.216 0.503 -1.481
H -1.531940 1.224614 0.463415 1.354 1.622 -0.766
H -3.085792 0.084466 -1.140154 -0.057 0.070 -0.276
H -4.029851 -0.687763 0.181690 0.734 0.499 0.154
H -3.935856 1.183493 0.118202 0.320 -2.009 -1.048
```
Positions in Å, forces in eV/Å.

The highest occupied orbital energy comes out at -0.14203 Eh. The frontier orbital gap is 7.53 eV. Its total charge is -1. The value obtained for the relative energy (zero: lowest compared OMol25 entry of this formula, charge and spin) is 1.9113 eV.